# 1
{
  "formula": "C5H7NO",
  "method": "ωB97M-V/def2-TZVPD",
  "e_lumo_ha": [-0.047, -0.065],
  "homo_ev": [-11.12, -9.94],
  "de_lowest_kcal_mol": 101.8,
  "charge": 0,
  "gap_ev": [9.842, 8.159],
  "e_tot_ev": -8831.787,
  "species": ["C", "C", "C", "C", "O", "C", "N", "H", "H", "H", "H", "H", "H", "H"],
  "coordinates": [[1.5973, -0.3941, 0.0856], [0.4704, 0.1563, 0.9519], [-0.8419, 0.4182, 0.1858], [-1.5029, -0.7228, -0.4552], [-1.8707, 0.7717, 0.9778], [-0.5812, 1.2266, -1.0523], [-0.4398, 1.8568, -2.0078], [1.3227, -1.3415, -0.3975], [2.4794, -0.5910, 0.7018], [1.8825, 0.3132, -0.7007], [0.2482, -0.5126, 1.7938], [0.7496, 1.1260, 1.3847], [-2.4640, -0.5928, -0.9383], [-1.0496, -1.7141, -0.5298]],
  "atomic_forces_ev_per_a": [[0.075, -0.062, -0.079], [-0.046, 0.081, -0.012], [1.046, 0.063, -1.043], [-0.508, -1.110, 0.228], [-0.462, -0.541, -0.093], [0.135, 1.503, 0.167], [0.006, -0.394, 0.268], [0.033, 0.188, 0.108], [-0.113, 0.046, -0.099], [-0.042, -0.119, 0.129], [-0.097, 0.109, -0.264], [0.006, -0.221, -0.074], [0.209, 0.311, 0.067], [-0.243, 0.146, 0.696]]
}



# 2
{
  "formula": "C5H7NO",
  "method": "ωB97M-V/def2-TZVPD",
  "e_lumo_ha": 0.028,
  "homo_ev": -7.68,
  "de_lowest_kcal_mol": 92.5,
  "charge": 0,
  "gap_ev": 8.445,
  "e_tot_ev": -8832.192,
  "species": ["O", "C", "C", "N", "C", "C", "C", "H", "H", "H", "H", "H", "H", "H"],
  "coordinates": [[-0.1188, -0.7007, 2.5757], [-0.2691, -0.1723, 1.3378], [-0.6939, 1.1848, 0.8272], [-0.7951, 0.5175, -0.5263], [0.3818, 0.4401, -1.4456], [0.5987, -1.0644, -1.0660], [-0.2830, -0.6701, 0.0910], [-1.6223, 1.6302, 1.1984], [0.1071, 1.9339, 0.8157], [1.2207, 1.0588, -1.1040], [0.1173, 0.6626, -2.4828], [1.6184, -1.3692, -0.8153], [0.1598, -1.7691, -1.7762], [-0.2929, -1.6381, 2.4224]],
  "atomic_forces_ev_per_a": [[0.093, -0.129, -0.026], [-0.191, -0.024, -0.267], [-0.128, 0.213, 0.201], [-0.064, 0.093, -0.143], [0.210, 0.177, -0.304], [0.052, -0.133, -0.127], [-0.006, -0.109, 0.173], [0.081, -0.006, -0.123], [-0.127, -0.192, 0.088], [-0.048, -0.081, -0.108], [0.179, 0.040, 0.119], [-0.225, 0.036, -0.041], [0.017, 0.127, 0.053], [0.158, -0.010, 0.506]]
}



# 3
{
  "formula": "C5H7NO",
  "method": "ωB97M-V/def2-TZVPD",
  "e_lumo_ha": [-0.065, -0.065],
  "homo_ev": [-9.45, -9.46],
  "de_lowest_kcal_mol": 104.6,
  "charge": 0,
  "gap_ev": [7.671, 7.676],
  "e_tot_ev": -8831.669,
  "species": ["C", "C", "C", "C", "O", "C", "N", "H", "H", "H", "H", "H", "H", "H"],
  "coordinates": [[-1.4037, -0.9435, 0.8802], [-1.6621, 0.3841, 0.3089], [1.4110, 0.9670, -0.5226], [1.9966, -0.1465, 0.2987], [1.6222, -1.2948, 0.2334], [-1.9806, 0.4090, -1.0563], [-2.2370, 0.5788, -2.1856], [-2.4416, -1.2641, 1.1090], [-0.8804, -0.9003, 1.8373], [-0.9637, -1.7022, 0.2228], [0.6675, 1.5034, 0.0845], [0.9120, 0.5673, -1.4085], [2.1663, 1.6994, -0.8182], [2.7936, 0.1424, 1.0165]],
  "atomic_forces_ev_per_a": [[0.116, 0.099, 0.024], [-0.003, -0.290, -0.106], [-0.044, -0.002, -0.139], [-0.157, -0.194, -0.025], [0.210, 0.428, 0.028], [-0.197, 0.161, -0.753], [0.220, -0.174, 0.972], [0.025, 0.024, -0.038], [-0.109, 0.018, -0.106], [-0.126, 0.136, 0.022], [0.102, -0.062, -0.004], [0.061, 0.028, 0.120], [-0.010, -0.102, 0.074], [-0.086, -0.069, -0.069]]
}



# 4
{
  "formula": "C5H7NO",
  "method": "ωB97M-V/def2-TZVPD",
  "e_lumo_ha": 0.035,
  "homo_ev": -9.12,
  "de_lowest_kcal_mol": 40.4,
  "charge": 0,
  "gap_ev": 10.077,
  "e_tot_ev": -8834.449,
  "species": ["O", "C", "C", "C", "C", "C", "N", "H", "H", "H", "H", "H", "H", "H"],
  "coordinates": [[1.1786, 1.1393, -1.4025], [0.7768, 0.9450, -0.2678], [1.4247, -0.0570, 0.5908], [0.5751, -1.0811, -0.3095], [-0.7632, -1.0428, -0.3057], [-1.3976, 0.1552, 0.3771], [-0.5054, 1.3310, 0.1718], [1.2006, -0.0015, 1.6720], [2.5045, -0.1547, 0.4359], [1.1676, -1.6468, -1.0239], [-1.3689, -1.8327, -0.7473], [-1.5545, -0.0598, 1.4402], [-2.3828, 0.4267, -0.0281], [-0.8556, 1.8791, -0.6031]],
  "atomic_forces_ev_per_a": [[0.294, 1.430, 0.356], [0.056, 0.532, -0.607], [-0.584, -0.804, -0.659], [0.270, -0.912, 1.284], [0.503, -0.162, 0.506], [0.092, -0.091, 0.236], [0.055, 0.214, -0.360], [-0.306, -0.292, -0.710], [-0.470, -0.020, -0.216], [-0.183, -0.377, 0.439], [0.148, 0.430, -0.334], [0.090, 0.207, 0.003], [0.322, -0.282, 0.029], [-0.288, 0.127, 0.033]]
}



# 5
{
  "formula": "C5H7NO",
  "method": "ωB97M-V/def2-TZVPD",
  "e_lumo_ha": -0.042,
  "homo_ev": -9.68,
  "de_lowest_kcal_mol": 122.7,
  "charge": 0,
  "gap_ev": 8.527,
  "e_tot_ev": -8830.883,
  "species": ["C", "C", "N", "C", "C", "C", "O", "H", "H", "H", "H", "H", "H", "H"],
  "coordinates": [[-1.8096, 0.0864, 0.0225], [-0.3119, -0.0567, 0.0654], [0.2543, -0.9702, 1.0622], [0.5835, 0.4321, 1.1484], [1.7677, 0.6043, -1.1511], [0.4629, -0.0019, -1.2200], [0.0897, -0.3456, -2.3334], [-2.1011, 1.0703, -0.3579], [-2.2225, -0.0453, 1.0269], [-2.2413, -0.6753, -0.6346], [1.0073, -1.5473, 0.6979], [0.2224, 0.9861, 2.0083], [2.5824, -0.1091, -0.9404], [1.5734, 0.7884, 0.8116]],
  "atomic_forces_ev_per_a": [[-0.012, 0.026, 0.012], [-0.116, 0.085, -0.137], [0.110, -0.221, 0.004], [0.026, 0.226, 0.076], [-0.101, -0.084, -0.136], [0.000, -0.049, -0.172], [0.095, 0.066, 0.331], [0.065, -0.129, 0.033], [0.101, 0.028, -0.146], [0.092, 0.110, 0.091], [-0.036, 0.116, 0.031], [-0.091, -0.079, -0.087], [-0.121, 0.040, -0.049], [-0.011, -0.135, 0.149]]
}



# 6
{
  "formula": "C5H7NO2",
  "method": "ωB97M-V/def2-TZVPD",
  "e_lumo_ha": 0.013,
  "homo_ev": -8.95,
  "de_lowest_kcal_mol": 177.2,
  "charge": 0,
  "gap_ev": 9.311,
  "smiles": "C=C/C(=N/O)[C@H]1CO1",
  "e_tot_ev": -10875.934,
  "species": ["C", "C", "C", "N", "O", "C", "C", "O", "H", "H", "H", "H", "H", "H", "H"],
  "coordinates": [[-0.7213, -2.6713, 0.2966], [-0.6826, -1.3727, 0.4340], [-0.5119, -0.0704, -0.4433], [0.1574, -0.6059, -1.4637], [0.7826, 0.3537, -2.2647], [-0.4054, 1.2669, 0.3296], [1.0974, 1.7282, 0.5042], [0.1185, 2.2943, -0.2703], [-0.9067, -2.9945, -0.6843], [-0.8869, -3.1742, 1.2913], [-0.8343, -0.8897, 1.4651], [0.3903, 1.2491, -1.7103], [-1.0828, 1.6908, 1.0813], [1.8973, 1.0685, -0.1568], [1.5883, 2.1271, 1.5912]],
  "atomic_forces_ev_per_a": [[-0.952, 0.362, 1.799], [-1.230, 5.388, 2.928], [1.509, -5.448, 0.013], [-1.090, 3.147, 0.807], [-2.130, 3.367, 2.617], [0.640, -3.453, 2.107], [2.482, -3.052, 1.862], [1.892, 5.525, -3.971], [0.331, -1.436, -0.975], [0.279, -0.170, -1.748], [0.541, -1.401, -0.844], [2.237, -2.486, -3.192], [-0.404, -1.641, 0.056], [-2.106, 1.790, 1.917], [-1.999, -0.493, -3.374]]
}



# 7
{
  "formula": "C5H7NO2",
  "method": "ωB97M-V/def2-TZVPD",
  "e_lumo_ha": 0.031,
  "homo_ev": -9.26,
  "de_lowest_kcal_mol": 128.4,
  "charge": 0,
  "gap_ev": 10.098,
  "e_tot_ev": -10878.048,
  "species": ["C", "C", "C", "C", "C", "H", "H", "H", "H", "H", "H", "H", "N", "O", "O"],
  "coordinates": [[0.0415, -0.9518, 0.0077], [0.9719, -0.1312, 1.1601], [0.7855, 0.9472, 0.2022], [1.0133, -0.0567, -0.9828], [-0.7760, 0.9929, 0.0607], [-3.0619, -0.5802, -0.3873], [0.0002, -1.9237, -0.4031], [0.2030, -0.1155, 1.9973], [2.0498, -0.5347, 1.6414], [1.0960, 2.0305, 0.0323], [0.7914, 0.1992, -2.0954], [1.9488, -0.7019, -1.2217], [-1.2134, -0.3134, -0.3582], [-2.4067, -0.8152, 0.3192], [-1.4433, 1.9547, 0.0278]],
  "atomic_forces_ev_per_a": [[2.866, 0.142, -3.287], [-1.486, -3.558, 3.933], [-0.097, 2.529, -3.823], [0.215, -1.617, -1.757], [0.585, -0.073, -1.476], [0.564, -0.472, 1.101], [0.362, -1.692, 0.946], [1.488, 0.450, -0.155], [-3.010, 1.004, -2.096], [0.305, -1.482, 1.274], [-0.776, -0.056, 2.051], [-0.748, 1.536, 1.653], [0.804, 0.362, 2.343], [0.292, 1.051, -1.374], [-1.364, 1.877, 0.668]]
}



# 8
{
  "formula": "C5H7NO2",
  "method": "ωB97M-V/def2-TZVPD",
  "e_lumo_ha": [-0.002, -0.002],
  "homo_ev": [-8.61, -8.61],
  "de_lowest_kcal_mol": 113.7,
  "charge": 0,
  "gap_ev": [8.553, 8.553],
  "e_tot_ev": -10878.687,
  "species": ["C", "C", "C", "C", "N", "C", "O", "O", "H", "H", "H", "H", "H", "H", "H"],
  "coordinates": [[-0.2466, -0.7536, 0.3328], [-0.8280, -1.8177, -0.6783], [1.1033, 0.4569, -0.3562], [-0.5745, 0.5891, 0.3130], [2.0393, 0.7586, 0.5768], [-1.3852, 1.6022, 0.1813], [-1.6641, -2.0761, 0.3169], [1.2538, 0.4789, -1.5466], [0.2451, -1.1786, 1.2051], [1.8364, 0.7468, 1.5600], [2.9657, 1.0042, 0.2650], [-1.2180, -1.2923, -1.5623], [-0.0529, -2.5634, -0.9186], [-2.4499, 1.4415, 0.3180], [-1.0245, 2.6036, -0.0070]],
  "atomic_forces_ev_per_a": [[-2.422, -2.648, 0.343], [1.123, 1.097, 0.372], [-0.462, 2.702, 0.126], [1.988, -0.764, -1.331], [0.000, -0.315, -0.104], [-0.090, 0.177, 0.257], [0.111, 0.444, 0.492], [-0.095, -0.452, 0.427], [0.051, 0.089, -0.266], [-0.062, 0.043, -0.054], [0.020, -0.158, 0.014], [0.060, -0.207, -0.044], [-0.246, -0.019, -0.171], [0.049, 0.038, 0.109], [-0.027, -0.027, -0.170]]
}



# 9
{
  "formula": "C5H7NO2",
  "method": "ωB97M-V/def2-TZVPD",
  "e_lumo_ha": -0.020,
  "homo_ev": -10.40,
  "de_lowest_kcal_mol": 43.5,
  "charge": 0,
  "gap_ev": 9.858,
  "smiles": "C=C(C)C=O.N=C=O",
  "e_tot_ev": -10881.731,
  "species": ["C", "C", "C", "C", "O", "H", "H", "H", "H", "H", "H", "N", "C", "O", "H"],
  "coordinates": [[-1.4873, 0.1848, -0.7920], [-0.8360, -0.3051, 0.3000], [-0.4571, -1.8192, 0.3194], [-0.3178, 0.5532, 1.3219], [-0.0597, 1.7351, 1.2863], [-1.8292, -0.3114, -1.6797], [-1.4983, 1.1954, -1.0325], [-1.0280, -2.3820, -0.3934], [-0.6670, -2.2837, 1.2871], [0.5793, -1.8881, 0.1808], [0.0492, 0.0286, 2.2266], [1.3589, 0.9703, -1.0618], [2.3573, 1.4925, -0.6871], [3.4351, 1.7498, -0.4261], [0.4007, 1.0797, -0.8495]],
  "atomic_forces_ev_per_a": [[1.124, -1.062, 1.120], [-1.817, -2.056, -3.430], [-1.831, 1.523, 1.596], [1.798, 0.578, 2.132], [-0.809, 0.148, -0.644], [-0.057, -1.201, 0.188], [-0.444, 2.201, 0.539], [-0.033, -0.055, -0.613], [-0.004, 0.189, 0.104], [1.526, -0.240, -0.527], [-0.398, -0.307, 0.046], [-0.611, -0.518, -1.174], [-0.926, -1.042, -0.320], [2.783, 1.408, 0.870], [-0.302, 0.434, 0.115]]
}



# 10
{
  "formula": "C5H7NO2",
  "method": "ωB97M-V/def2-TZVPD",
  "e_lumo_ha": 0.018,
  "homo_ev": -8.63,
  "de_lowest_kcal_mol": 56.6,
  "charge": 0,
  "gap_ev": 9.114,
  "smiles": "NC1=C(C=O)COC1",
  "e_tot_ev": -10881.163,
  "species": ["N", "C", "C", "C", "O", "C", "O", "C", "H", "H", "H", "H", "H", "H", "H"],
  "coordinates": [[-0.3589, -1.1721, -1.8722], [-0.5398, -0.4961, -0.7199], [0.2970, -0.2553, 0.2716], [1.7967, -0.5914, 0.3224], [2.6550, -0.0300, 1.0664], [-0.2936, 0.8684, 1.1108], [-1.4753, 1.3452, 0.5211], [-1.8487, 0.3628, -0.4374], [0.4215, -1.7911, -2.0932], [-1.2108, -1.3849, -2.5437], [2.1804, -1.5438, -0.1925], [-0.4502, 0.5861, 2.1129], [0.5299, 1.6629, 1.1907], [-2.8685, -0.1417, 0.0111], [-1.9972, 0.9661, -1.3644]],
  "atomic_forces_ev_per_a": [[-2.697, -1.437, -3.176], [-2.084, 0.121, 0.021], [2.832, 0.923, 0.946], [1.144, 0.328, 2.449], [-3.099, -1.268, -2.393], [3.066, 1.155, 0.164], [0.566, -0.984, -0.436], [-1.138, 0.032, -0.391], [-0.291, 0.589, 0.674], [2.428, 0.826, 2.278], [-0.798, 1.165, 0.025], [-0.491, -0.573, 1.432], [-1.299, -0.602, -0.291], [2.584, 0.571, -1.655], [-0.722, -0.845, 0.354]]
}



# 11
{
  "formula": "C5H7NO2",
  "method": "ωB97M-V/def2-TZVPD",
  "e_lumo_ha": -0.012,
  "homo_ev": -8.40,
  "de_lowest_kcal_mol": 65.4,
  "charge": 0,
  "gap_ev": 8.080,
  "smiles": "C[C@@H]1C(=O)C([NH3+])=C1[O-]",
  "e_tot_ev": -10880.782,
  "species": ["C", "C", "C", "O", "C", "N", "C", "O", "H", "H", "H", "H", "H", "H", "H"],
  "coordinates": [[-2.1957, 0.5360, -0.4262], [-1.0597, 0.2819, 0.6430], [0.3843, 1.0345, 0.3448], [0.7537, 2.2041, 0.4234], [0.9728, -0.1893, 0.1346], [2.3551, -0.6240, -0.3053], [-0.1849, -0.9728, 0.2739], [-0.3427, -2.1760, 0.2808], [-2.9679, -0.2181, -0.4052], [-1.6965, 0.4774, -1.3654], [-2.5247, 1.4511, -0.2025], [-1.4013, 0.3459, 1.7191], [2.9425, -0.7817, 0.5543], [2.9187, 0.0631, -0.7576], [2.0462, -1.4321, -0.9117]],
  "atomic_forces_ev_per_a": [[2.792, -3.200, 1.311], [0.539, -0.353, -0.954], [-1.161, 2.242, 1.272], [-0.355, -0.857, -0.338], [0.939, -0.074, -0.950], [-1.446, -0.789, 1.690], [0.190, -0.325, 1.498], [-0.536, -0.566, -0.481], [-0.233, -0.158, 0.246], [0.118, 0.254, -0.982], [-1.758, 3.619, 0.273], [0.443, -0.143, -1.209], [-0.865, -1.016, -1.052], [-0.176, 0.846, -1.250], [1.510, 0.520, 0.927]]
}



# 12
{
  "formula": "C5H7NO2",
  "method": "ωB97M-V/def2-TZVPD",
  "e_lumo_ha": 0.023,
  "homo_ev": -8.16,
  "de_lowest_kcal_mol": 141.2,
  "charge": 0,
  "gap_ev": 8.787,
  "e_tot_ev": -10877.493,
  "species": ["C", "C", "C", "C", "C", "H", "H", "H", "H", "H", "H", "H", "N", "O", "O"],
  "coordinates": [[2.4853, -0.2332, -0.1653], [0.2519, -0.0746, 0.0476], [-0.4160, 2.0487, -0.1815], [-1.1962, -0.0718, -0.1164], [-2.1690, -1.2660, 0.0030], [2.7292, 0.0376, 0.9025], [3.4708, -0.9394, -0.4324], [2.2747, 0.8357, -0.7677], [-0.4944, 3.0750, 0.1538], [-3.3090, -0.9409, 0.6706], [-1.3938, -2.0956, 0.7240], [-2.6541, -1.9552, -0.9897], [-1.5644, 1.3226, -0.1087], [1.2585, -0.9122, -0.0201], [0.7266, 1.1692, 0.2801]],
  "atomic_forces_ev_per_a": [[3.477, 1.425, 0.484], [-2.431, 1.703, 0.552], [-2.382, -3.463, 3.250], [1.520, 1.131, 0.482], [-1.205, -2.457, 1.692], [0.174, 0.370, -1.162], [-3.302, 1.576, -0.056], [1.542, -3.532, 1.164], [0.897, 0.026, -0.119], [4.019, -0.967, -1.929], [-3.047, 2.213, -2.199], [1.964, 2.488, 2.719], [3.508, -1.011, -1.681], [-0.614, -2.005, -0.940], [-4.118, 2.502, -2.257]]
}



Copy entry 2 word for word.
{
  "formula": "C5H7NO",
  "method": "ωB97M-V/def2-TZVPD",
  "e_lumo_ha": 0.028,
  "homo_ev": -7.68,
  "de_lowest_kcal_mol": 92.5,
  "charge": 0,
  "gap_ev": 8.445,
  "e_tot_ev": -8832.192,
  "species": ["O", "C", "C", "N", "C", "C", "C", "H", "H", "H", "H", "H", "H", "H"],
  "coordinates": [[-0.1188, -0.7007, 2.5757], [-0.2691, -0.1723, 1.3378], [-0.6939, 1.1848, 0.8272], [-0.7951, 0.5175, -0.5263], [0.3818, 0.4401, -1.4456], [0.5987, -1.0644, -1.0660], [-0.2830, -0.6701, 0.0910], [-1.6223, 1.6302, 1.1984], [0.1071, 1.9339, 0.8157], [1.2207, 1.0588, -1.1040], [0.1173, 0.6626, -2.4828], [1.6184, -1.3692, -0.8153], [0.1598, -1.7691, -1.7762], [-0.2929, -1.6381, 2.4224]],
  "atomic_forces_ev_per_a": [[0.093, -0.129, -0.026], [-0.191, -0.024, -0.267], [-0.128, 0.213, 0.201], [-0.064, 0.093, -0.143], [0.210, 0.177, -0.304], [0.052, -0.133, -0.127], [-0.006, -0.109, 0.173], [0.081, -0.006, -0.123], [-0.127, -0.192, 0.088], [-0.048, -0.081, -0.108], [0.179, 0.040, 0.119], [-0.225, 0.036, -0.041], [0.017, 0.127, 0.053], [0.158, -0.010, 0.506]]
}